Entry 1:
The following is a quantum chemistry calculation of 3 unconnected molecules or ions with the total composition C36H56O12S, from OMol25.

Its structure (SMILES) is CCC[C@H](C)c1cc(OCC)cc2c1C(=O)c1cc(CCCS(=O)(=O)O)ccc1C2=O.COCCOCCOC.COCCOCCOC.

Structure (XYZ):
```
105
Properties=species:S:1:pos:R:3:forces:R:3
C 6.607630 -4.738978 3.775401 -0.177 0.435 -0.813
C 5.406646 -3.634841 3.957129 -0.341 -1.021 0.954
C 5.730896 -2.645078 5.220915 0.057 -0.589 0.202
C 6.563380 -1.283517 4.852931 0.444 0.232 0.068
C 6.652009 -0.216499 6.137994 0.465 0.216 -1.207
C 6.099507 -0.529108 3.473741 -0.706 1.807 -3.613
C 7.284484 -0.086180 2.381579 -3.688 0.678 -1.271
C 6.856903 0.641715 0.939902 -2.050 -0.706 1.257
O 7.874640 1.018475 -0.092727 -1.965 -2.317 1.747
C 8.329309 -0.173296 -0.832823 0.554 -2.227 -0.909
C 7.128062 -1.096211 -1.461019 -0.854 -0.709 -0.227
C 5.281962 0.964804 0.516783 0.303 -2.091 4.245
C 4.122123 0.529151 1.590446 3.172 -0.633 0.605
C 4.551184 -0.197708 3.034569 1.378 0.461 -1.255
C 3.273951 -0.591772 4.040311 -0.132 0.904 3.664
O 3.261976 -0.365655 5.357120 0.176 -1.644 -8.003
C 1.965138 -1.256209 3.237859 -1.909 -1.150 -1.520
C 1.159897 -2.566316 3.830384 -1.084 2.384 -4.304
C -0.088687 -3.131569 2.875742 1.172 2.427 -0.632
C -0.963472 -4.476166 3.312749 1.228 0.409 -1.627
C -0.393484 -5.695755 2.321747 0.164 0.424 -0.666
C 0.418926 -6.867373 3.133138 1.064 0.209 -0.633
S -0.527047 -8.487836 2.785909 -5.164 -2.083 -2.373
O -1.849562 -8.540563 3.627810 5.850 0.203 -2.375
O -0.847868 -8.673241 1.260856 2.119 1.118 5.374
O 0.517195 -9.809382 3.188869 -0.320 1.988 -1.259
C -0.520453 -2.417240 1.438601 3.456 1.601 2.158
C 0.301721 -1.108227 0.867692 1.485 -1.667 4.121
C 1.544114 -0.548265 1.782055 -1.157 -2.189 0.930
C 2.489967 0.741024 1.290419 -1.511 3.335 -1.312
O 1.992508 1.854386 0.744577 3.112 -7.045 3.080
H 6.104226 -5.770652 3.522738 1.311 1.996 0.190
H 7.300595 -4.331601 2.897539 -1.343 -1.308 1.837
H 7.272248 -4.892423 4.726899 -1.410 0.448 -1.721
H 5.163107 -3.098946 2.946499 0.629 -0.824 1.997
H 4.423173 -4.248696 4.242252 2.043 1.399 -0.569
H 4.728862 -2.474844 5.808623 2.051 0.207 -1.209
H 6.429982 -3.270713 5.959433 -1.515 1.447 -1.528
H 7.694988 -1.622041 4.678369 -2.480 0.768 0.069
H 5.611849 -0.022489 6.641374 2.101 -0.555 -0.998
H 7.482199 -0.617292 6.866436 -1.884 0.773 -1.231
H 7.050402 0.798964 5.670073 -0.863 -2.055 1.163
H 8.434706 -0.317952 2.602872 -2.898 0.614 -0.574
H 8.973792 -0.894984 -0.133591 -1.381 1.695 -1.291
H 9.047448 0.099472 -1.746030 -1.708 0.132 2.269
H 6.217529 -0.485217 -1.900518 2.035 -0.946 0.936
H 6.646076 -1.846061 -0.668656 1.187 1.760 -1.569
H 7.514794 -1.774468 -2.359923 -0.529 1.558 2.012
H 4.947498 1.443119 -0.500142 1.014 -0.997 2.260
H 1.466604 -3.058923 4.860105 -0.780 1.184 -2.449
H -0.809662 -4.761091 4.437113 -0.508 0.759 -2.196
H -2.076009 -4.305590 2.990883 2.139 -0.220 1.087
H 0.377433 -5.231846 1.537502 -1.730 -1.000 1.840
H -1.291518 -6.108389 1.654630 2.070 0.561 1.714
H 1.515164 -7.030152 2.690030 -2.538 0.231 0.798
H 0.569650 -6.665580 4.278342 -0.765 -0.681 -2.181
H 1.161593 -9.984128 2.419423 -1.609 0.623 1.279
H -1.396059 -2.890546 0.823443 1.877 1.083 1.325
H 0.081654 -0.546895 -0.142238 0.314 -1.414 2.327
C -5.567724 -2.462533 -2.536743 0.306 0.217 -0.010
O -4.499041 -1.684379 -3.046137 -0.244 0.078 -0.098
C -4.490534 -1.646113 -4.474654 0.485 0.233 0.480
C -3.692872 -0.438550 -4.972643 -0.490 0.008 -0.138
O -4.446511 0.779741 -4.929286 0.169 -0.260 0.349
C -4.620315 1.353486 -3.627003 0.346 0.323 -0.296
C -3.344793 2.014209 -3.095177 -0.230 -0.602 0.405
O -2.477443 1.029924 -2.526980 0.205 0.007 -0.222
C -1.160647 1.523185 -2.342600 -0.404 -0.197 0.045
H -5.501762 -3.492558 -2.898677 -0.132 -0.072 -0.015
H -5.503264 -2.464027 -1.445595 0.101 0.029 -0.165
H -6.526855 -2.020152 -2.823488 -0.095 -0.128 -0.058
H -5.515123 -1.593360 -4.860138 0.029 0.042 -0.044
H -4.017262 -2.569189 -4.826186 -0.045 -0.055 -0.227
H -3.463418 -0.600027 -6.031726 -0.144 0.039 0.087
H -2.738595 -0.332541 -4.452703 -0.140 -0.109 0.210
H -5.027762 0.625425 -2.923925 0.247 -0.046 0.075
H -5.377311 2.134766 -3.753941 0.168 -0.040 -0.079
H -3.603981 2.724639 -2.303525 -0.080 0.221 -0.135
H -2.836017 2.541376 -3.908211 -0.061 0.062 -0.052
H -0.715392 1.787738 -3.306312 0.078 0.138 0.007
H -0.557091 0.730933 -1.889797 -0.176 0.100 -0.071
H -1.164495 2.390216 -1.675307 0.126 0.070 -0.034
C -5.298784 8.138116 -6.099420 -0.179 -0.043 0.317
O -5.918030 7.459992 -5.020638 0.272 -0.118 -0.024
C -5.896166 6.041109 -5.189434 -0.338 0.421 0.469
C -6.084724 5.339245 -3.842475 0.393 -0.076 -0.265
O -4.876664 5.281691 -3.073471 -0.232 0.354 -0.046
C -4.482380 6.510079 -2.448224 -0.139 -0.376 0.360
C -5.348330 6.862354 -1.234807 -0.184 0.461 -0.672
O -6.562519 7.487382 -1.657945 -0.029 -0.275 0.146
C -7.535333 7.514104 -0.626357 0.150 0.107 -0.371
H -5.802887 7.905447 -7.041780 0.087 0.003 -0.118
H -5.367314 9.213368 -5.915307 -0.085 -0.182 0.045
H -4.240173 7.866540 -6.158118 0.033 -0.041 -0.164
H -4.947180 5.725700 -5.637883 -0.009 -0.062 0.040
H -6.720602 5.776331 -5.860125 0.026 -0.221 -0.092
H -6.352008 4.295460 -4.041107 0.136 0.097 -0.024
H -6.902563 5.772621 -3.263214 0.081 0.224 -0.128
H -4.438489 7.326616 -3.170544 -0.250 0.057 0.080
H -3.459826 6.339473 -2.094911 -0.140 -0.100 0.008
H -4.813113 7.574287 -0.598179 0.163 -0.087 0.148
H -5.569842 5.955213 -0.664008 0.064 -0.070 0.017
H -7.812505 6.495558 -0.338745 0.010 -0.021 0.163
H -8.427436 8.019406 -1.008188 0.227 -0.047 -0.016
H -7.160801 8.065097 0.241497 -0.046 -0.058 0.122
```
Forces are in eV/Å.


Entry 2:
The following is a quantum chemistry calculation of a molecular structure, C62H66BrCl2F8IN5O10PS, from OMol25.

Structure (XYZ):
```
157
Properties=species:S:1:pos:R:3:forces:R:3
C -3.158098 1.002615 6.157710 5.983 -3.452 -6.938
C -2.193376 0.601337 5.181607 -7.478 3.336 6.181
C -1.107813 0.387949 3.890882 -2.194 -2.003 4.519
C -0.457411 -1.025172 4.526825 0.400 -0.747 0.159
C 0.006286 -1.025453 6.083833 0.547 -1.054 1.161
O 0.697880 -2.355441 6.258386 1.532 1.960 0.070
N -0.284883 1.579141 3.970300 0.055 1.229 -1.631
C -0.115295 2.301019 5.239723 1.939 0.998 3.468
N -1.022021 3.465381 5.588443 -1.028 -0.323 -0.421
C 0.426374 2.194468 2.744901 1.225 -1.239 2.273
C 0.444169 3.824004 2.803817 -1.258 2.739 -0.666
C 1.513941 4.704280 3.622881 5.212 -0.833 3.832
O 2.571133 4.489489 4.356743 -6.686 0.353 -4.627
I 1.100523 6.910961 3.480992 -0.117 -1.307 -0.203
C 1.991446 1.722899 3.000195 4.719 0.947 -2.348
Cl 2.532190 0.497309 4.355598 -1.362 1.769 -1.864
C 3.229928 2.171775 2.320577 -1.680 -1.507 1.912
C 4.770578 1.611129 2.665538 -0.005 -0.017 -1.049
Cl 3.240012 3.459127 1.033991 -0.229 -1.471 1.532
C -0.271284 1.518927 1.355391 0.015 2.392 -0.355
C -0.273503 2.564041 0.065618 4.205 2.484 -0.899
N -0.183638 2.097392 -1.341451 -1.983 1.710 -0.853
C -1.104603 3.048136 -2.137099 -0.013 -0.383 -1.478
S 0.813634 0.177480 0.650969 5.116 -6.128 -9.948
O 0.154127 -0.765477 -0.418792 0.830 3.801 5.784
O 2.069335 0.697513 -0.172385 -4.360 -0.011 4.485
F 1.632874 -0.902222 1.690231 -1.998 2.445 -0.592
N -1.770596 1.180610 1.543867 -0.730 -0.075 0.477
Br -2.691613 2.743754 2.268357 0.503 1.264 1.247
C -2.586935 1.170260 0.272576 -7.247 -1.913 -12.435
O -3.711325 1.931285 0.053147 5.488 -2.064 3.856
O -2.478856 0.386380 -0.962397 2.043 2.560 7.777
C -2.084049 0.065738 2.550032 -1.832 0.081 1.524
C -3.697609 0.000339 2.986910 -2.118 -1.103 1.093
C -4.832125 -0.417509 1.919236 -2.615 0.121 -1.230
O -5.845608 0.696252 1.812463 1.599 -0.241 -1.613
C -5.806666 -1.695638 2.400019 -0.108 -0.503 -0.627
N -7.205107 -1.586074 1.814448 1.063 -0.093 0.666
P -1.969614 -1.728628 1.911299 3.259 -9.164 -2.565
O -0.621008 -2.511832 1.872533 -2.735 3.607 0.957
O -2.583270 -2.113501 0.338742 -0.517 0.938 2.675
O -2.915640 -2.914066 2.864836 0.933 2.422 -0.484
H -4.108569 1.043940 6.874430 2.783 -0.159 -1.864
H 0.482299 -1.393398 3.913514 -2.254 0.672 1.093
H -1.312900 -1.860388 4.596170 1.886 1.924 -0.727
H 0.808026 -0.257639 6.417412 -1.835 -0.863 -0.858
H -0.878652 -1.103576 6.882105 1.789 0.659 -2.104
H 1.686351 -2.147895 6.408592 -2.477 -0.583 -0.487
H 0.998079 2.731558 5.342805 -2.275 -0.899 -1.015
H -0.092453 1.683739 6.263514 -0.283 0.228 -2.840
H -1.969406 3.384922 5.148303 1.313 -0.244 0.428
H -1.226830 3.484342 6.629053 0.620 -0.274 -2.282
H -0.578427 4.311259 3.201208 2.261 -1.575 -0.615
H 0.531226 4.399179 1.759024 -0.086 -1.815 2.024
H 4.810259 0.418206 2.680588 -0.414 2.790 0.280
H 5.535166 1.914137 1.803796 -2.037 -0.376 1.735
H 5.174297 2.102870 3.646806 -1.058 -1.109 -1.714
H -1.020926 3.449662 0.115884 0.758 -2.067 0.614
H 0.792305 3.100748 0.132728 -2.274 -1.046 0.813
H 0.740119 2.225058 -1.805031 -0.648 -0.247 1.446
H -2.240981 2.799501 -1.987598 2.304 0.472 0.009
H -0.859692 2.866285 -3.278493 -0.637 0.420 2.344
H -0.850982 4.184833 -1.928123 -0.629 -2.088 -0.263
H -4.163754 0.919280 3.519813 1.446 -1.321 -1.181
H -3.890472 -0.849451 3.814528 1.441 1.801 -1.801
H -4.561454 -0.632030 0.824426 0.387 0.202 1.839
H -5.991096 0.891110 0.819641 0.638 -0.444 2.468
H -5.356747 -2.711405 1.962818 -0.734 2.271 1.288
H -5.910746 -1.752079 3.568274 0.378 0.056 -2.233
H -7.830520 -0.971926 2.380800 1.119 -0.493 -1.012
H -7.187941 -1.323563 0.804708 -0.060 -0.308 1.888
H -2.764625 -3.098560 0.260216 0.487 1.553 0.807
H -2.311706 -3.427195 3.470629 -0.364 1.034 -1.162
F -7.280718 -0.429019 -0.725817 -0.212 0.154 0.146
C -6.908592 -0.110565 -1.972702 0.542 0.374 -1.755
C -5.751047 -0.667981 -2.504709 -0.080 -0.046 0.141
C -5.365977 -0.340673 -3.804775 -0.393 0.244 0.075
C -6.137776 0.549856 -4.555150 0.009 -0.060 0.094
C -7.295245 1.107993 -4.010467 0.298 -0.275 0.141
C -7.685980 0.771830 -2.714567 -0.045 -0.023 0.164
H -5.159691 -1.351290 -1.904009 -0.006 0.102 -0.029
H -4.466883 -0.777112 -4.232677 -0.146 0.091 0.163
H -5.834643 0.808320 -5.567512 -0.058 -0.045 0.201
H -7.892107 1.804040 -4.594915 0.078 -0.138 0.144
H -8.587576 1.189424 -2.278830 0.090 -0.043 -0.002
F -0.262625 3.669949 -5.826643 -0.237 0.214 0.085
C 0.717365 2.808444 -6.130029 0.878 -0.766 -0.282
C 1.193634 2.745822 -7.434981 -0.054 0.076 -0.001
C 2.217534 1.852599 -7.750200 -0.124 -0.070 0.525
C 2.746733 1.023380 -6.758170 -0.065 -0.015 -0.157
C 2.258486 1.090128 -5.452379 -0.066 0.208 -0.340
C 1.242425 1.991246 -5.135134 -0.007 0.060 -0.021
H 0.764672 3.391746 -8.194076 0.014 -0.033 0.112
H 2.602213 1.801469 -8.765757 -0.109 0.027 0.167
H 3.542256 0.323693 -7.005461 -0.328 0.226 0.070
H 2.669090 0.440847 -4.682872 -0.108 0.124 -0.120
H 0.857302 2.062584 -4.123344 0.028 -0.065 -0.161
F 2.582765 -5.657890 -4.658434 0.004 -0.258 -0.192
C 2.597580 -4.569105 -3.878087 0.020 0.966 0.677
C 1.796103 -4.530312 -2.742400 0.037 -0.023 -0.043
C 1.815075 -3.398922 -1.926816 0.260 0.062 -0.307
C 2.628026 -2.313443 -2.262411 0.028 0.020 0.030
C 3.425095 -2.359961 -3.407158 -0.314 -0.335 0.228
C 3.414278 -3.495827 -4.216311 0.010 -0.088 -0.106
H 1.164824 -5.379565 -2.502175 0.083 0.055 -0.053
H 1.198023 -3.361823 -1.032490 0.070 0.037 -0.163
H 2.639144 -1.429418 -1.628416 -0.063 -0.163 -0.116
H 4.053902 -1.512271 -3.668553 -0.072 -0.149 0.006
H 4.034270 -3.552441 -5.104867 -0.067 -0.030 0.041
F 5.437375 0.048271 -6.032781 -0.059 0.158 0.184
C 6.417365 -0.813234 -6.336167 0.922 -0.811 -0.256
C 6.893634 -0.875856 -7.641119 -0.041 0.019 0.097
C 7.917534 -1.769079 -7.956338 -0.124 0.156 0.416
C 8.446733 -2.598298 -6.964308 -0.046 0.055 -0.025
C 7.958486 -2.531549 -5.658517 -0.077 0.193 -0.378
C 6.942425 -1.630432 -5.341272 -0.101 0.068 0.018
H 6.464672 -0.229932 -8.400214 0.016 -0.014 0.098
H 8.302213 -1.820209 -8.971896 -0.212 0.168 0.609
H 9.242256 -3.297985 -7.211599 -0.159 0.133 0.029
H 8.369090 -3.180831 -4.889010 -0.101 0.148 -0.113
H 6.557302 -1.559094 -4.329482 0.001 0.005 -0.095
F 8.886277 -3.287664 -10.120114 0.309 -0.384 -0.069
C 8.452806 -3.159590 -11.381190 -0.389 0.055 -1.227
C 7.809534 -1.989031 -11.768030 0.032 -0.001 0.067
C 7.362605 -1.853188 -13.082329 0.187 -0.439 0.010
C 7.554484 -2.894993 -13.993154 -0.004 0.052 0.064
C 8.196774 -4.068019 -13.593898 -0.092 0.369 0.211
C 8.653448 -4.199013 -12.282667 0.018 -0.012 0.086
H 7.661982 -1.193872 -11.044564 0.025 -0.070 -0.090
H 6.865465 -0.938899 -13.396778 0.089 -0.164 0.102
H 7.201758 -2.790388 -15.016977 0.071 -0.024 0.205
H 8.341319 -4.879138 -14.303474 0.001 0.143 0.164
H 9.162631 -5.100299 -11.957794 -0.061 0.101 0.016
F -1.301242 3.477876 8.293708 -0.546 -0.266 0.362
C -0.401407 3.906497 9.188803 1.201 0.593 1.195
C -0.544962 5.169649 9.752268 -0.104 -0.051 -0.094
C 0.388868 5.614304 10.688123 0.156 -0.446 -0.132
C 1.463024 4.794201 11.042240 -0.074 0.008 -0.046
C 1.601214 3.529962 10.467318 -0.274 0.318 -0.027
C 0.661134 3.081269 9.539978 -0.122 -0.009 -0.131
H -1.381046 5.795987 9.458811 0.067 -0.090 0.010
H 0.281266 6.597131 11.140254 -0.010 -0.182 -0.126
H 2.193611 5.143203 11.768884 -0.145 -0.077 -0.151
H 2.440328 2.895091 10.741417 -0.188 0.092 -0.073
H 0.748296 2.097880 9.090006 -0.028 0.074 0.013
F -8.378954 -1.346338 5.774340 -0.058 0.189 -0.068
C -7.837517 -2.507002 6.167175 0.408 -0.936 0.302
C -6.460207 -2.597011 6.336193 -0.035 0.034 0.003
C -5.896545 -3.803864 6.750165 -0.461 -0.094 -0.035
C -6.716369 -4.911456 6.980179 0.041 0.063 -0.013
C -8.097202 -4.812502 6.802867 0.320 0.302 -0.040
C -8.661559 -3.602532 6.399744 -0.025 0.055 -0.021
H -5.838447 -1.728552 6.144759 -0.076 -0.039 0.018
H -4.821621 -3.882379 6.892726 -0.187 0.046 -0.048
H -6.275844 -5.853809 7.298739 -0.089 0.185 -0.067
H -8.732829 -5.677041 6.978521 0.093 0.191 -0.035
H -9.733821 -3.505498 6.265714 0.119 0.032 -0.024
```
Forces are in eV/Å.


In order of appearance, HOMO-LUMO gap = 7.16 5.69 eV.